Entry 1:
{"formula": "H4N2O", "method": "ωB97M-V/def2-TZVPD", "max_force_ev_per_a": 3.2, "relative_energy_kj_mol": 17.2, "smiles": "[H]/N=N\\[H].O", "homo_lumo_gap_ev": 10.434, "symbols": ["H", "H", "H", "H", "N", "N", "O"], "positions_angstrom": [[1.8686, -0.1709, 0.8610], [1.1098, 0.1021, -0.3198], [-2.2572, -0.7787, -0.1673], [-1.8226, 1.1649, -0.0404], [-1.2572, -0.6181, 0.0153], [-0.9562, 0.6215, 0.0310], [2.0743, -0.0427, -0.0822]], "forces_ev_per_angstrom": [[0.9, -0.1, -0.1], [1.6, 0.0, -0.4], [-0.2, 0.1, 0.3], [0.0, 0.5, -0.3], [1.2, 2.3, -0.3], [-1.1, -3.0, 0.3], [-2.4, 0.1, 0.5]], "lowdin_charge": [0.03, -0.01, 0.05, 0.05, 0.00, -0.01, -0.12]}


Entry 2:
{"formula": "H4N2O2P", "method": "ωB97M-V/def2-TZVPD", "max_force_ev_per_a": 5.1, "charge": -1, "relative_energy_kj_mol": 63.9, "smiles": "NP(N)(=O)[O-]", "homo_lumo_gap_ev": 9.095, "symbols": ["N", "N", "O", "O", "P", "H", "H", "H", "H"], "positions_angstrom": [[0.6953, 0.7506, 0.8844], [-0.9312, -1.1655, -0.0861], [0.9570, -0.2587, -1.5017], [-1.0493, 1.1930, -1.1043], [-0.0636, 0.2239, -0.5769], [1.5667, 0.4357, 0.7960], [0.9049, 1.7127, 0.8266], [-1.6311, -0.8335, 0.5111], [-0.4487, -2.0582, 0.2508]], "forces_ev_per_angstrom": [[-3.8, 1.0, 0.4], [1.5, -1.7, -0.3], [2.3, -0.8, -1.0], [-0.7, 0.9, 0.9], [-1.0, -0.8, -0.5], [4.5, -2.5, -0.2], [-0.6, 1.8, -0.1], [-1.3, -0.1, 1.3], [-0.8, 2.2, -0.6]], "lowdin_charge": [-0.09, -0.12, -0.41, -0.41, 0.05, -0.06, 0.00, -0.03, 0.06]}


Which DFT total energy belongs to each record? In order, -187.0728, -603.8962 a.u..